The following is a DFT calculation (ωB97M-V/def2-TZVPD) of a molecular structure, C48H39INO4P2STi in a non-equilibrium geometry.

Cartesian coordinates (Å):
Ti 0.1826 1.3478 0.6439
O 0.0073 2.8437 -1.2278
C 1.2012 3.5876 -1.2613
C 1.2692 4.9664 -1.2287
C 2.5188 5.5701 -1.2094
C 3.6776 4.8083 -1.2147
C 3.5957 3.4252 -1.2046
C 2.3531 2.8054 -1.2246
P 2.0328 1.0135 -1.0651
C 3.2553 0.4570 0.1664
C 3.4048 1.2137 1.3353
C 4.2001 0.7462 2.3723
C 4.8376 -0.4800 2.2543
C 4.6738 -1.2431 1.1059
C 3.8778 -0.7857 0.0649
C 2.5878 0.3346 -2.6551
C 3.9343 0.3709 -3.0137
C 4.3174 -0.0730 -4.2682
C 3.3693 -0.5618 -5.1588
C 2.0316 -0.6062 -4.7980
C 1.6363 -0.1545 -3.5474
C -1.1911 3.4109 -1.6596
C -1.2364 4.3302 -2.6953
C -2.4602 4.8308 -3.1094
C -3.6343 4.3920 -2.5151
C -3.5881 3.4090 -1.5435
C -2.3676 2.9086 -1.0951
P -2.1706 1.3757 -0.1273
C -2.7147 0.1503 -1.3798
C -2.3435 0.3190 -2.7159
C -2.7615 -0.5901 -3.6737
C -3.5444 -1.6782 -3.3129
C -3.8835 -1.8704 -1.9820
C -3.4702 -0.9642 -1.0160
C -3.3796 1.1329 1.2104
C -3.0400 0.1323 2.1266
C -3.9120 -0.2124 3.1447
C -5.1429 0.4233 3.2474
C -5.4958 1.3944 2.3239
C -4.6178 1.7552 1.3117
H 0.3721 5.5684 -1.1915
H 2.5829 6.6492 -1.1746
H 4.6435 5.2944 -1.2013
H 4.4957 2.8259 -1.1616
H 2.9630 2.2002 1.4170
H 4.3257 1.3488 3.2628
H 5.4750 -0.8392 3.0510
H 5.1709 -2.2011 1.0193
H 3.7577 -1.3824 -0.8307
H 4.6836 0.7270 -2.3186
H 5.3609 -0.0361 -4.5517
H 3.6754 -0.9101 -6.1360
H 1.2956 -0.9924 -5.4910
H 0.5897 -0.1754 -3.2625
H -0.3250 4.6394 -3.1877
H -2.4906 5.5514 -3.9150
H -4.5879 4.7886 -2.8359
H -4.5105 3.0046 -1.1525
H -1.7456 1.1725 -3.0149
H -2.4798 -0.4435 -4.7084
H -3.8915 -2.3719 -4.0667
H -4.4779 -2.7239 -1.6841
H -3.7520 -1.1187 0.0159
H -2.0910 -0.3776 2.0390
H -3.6396 -0.9820 3.8550
H -5.8239 0.1512 4.0426
H -6.4654 1.8723 2.3762
H -4.9180 2.5254 0.6163
C -4.5858 6.7007 2.6388
C -3.4156 5.7635 2.6874
C -3.5175 4.5257 3.3177
C -2.4537 3.6380 3.3346
C -1.2697 4.0169 2.7252
C -1.1225 5.2633 2.1233
C -2.1986 6.1273 2.1044
S 0.1077 2.9302 2.6588
O 1.0302 3.0757 3.7252
O -0.4163 1.5191 2.4804
O 0.7000 3.1383 1.2886
H -5.5068 6.1983 2.9279
H -4.7060 7.1109 1.6358
H -4.4335 7.5440 3.3148
H -4.4455 4.2505 3.8012
H -2.5333 2.6736 3.8212
H -0.1686 5.5410 1.6915
H -2.0958 7.1011 1.6427
I 2.0912 -3.0342 3.9120
C 1.3135 -2.3848 2.0861
C 1.2471 -3.2386 0.9937
C 0.6709 -2.7570 -0.1770
C 0.2155 -1.4615 -0.2305
N 0.3017 -0.6138 0.8216
C 0.8267 -1.0972 1.9684
H 1.6170 -4.2530 1.0533
H 0.5777 -3.3952 -1.0449
H -0.2526 -1.0765 -1.1280
H 0.8448 -0.4220 2.8131

Atomic forces in eV per Å
-0.2 1.4 -2.8
-0.1 0.3 0.2
0.5 0.0 -0.2
-0.2 0.0 0.1
0.0 0.0 0.0
0.1 0.0 0.0
0.0 0.0 0.0
-0.5 -0.2 0.0
1.5 0.4 -0.5
-0.2 0.1 0.0
0.1 0.0 -0.1
0.0 0.0 0.1
0.0 0.0 0.0
0.0 -0.1 0.0
0.0 0.0 0.1
-0.5 -0.2 0.2
0.0 -0.1 0.0
0.1 0.0 0.0
0.0 0.0 0.0
-0.1 0.0 -0.1
0.1 0.0 0.1
-0.4 0.0 0.0
0.2 0.0 -0.1
0.0 -0.1 0.1
-0.1 0.0 0.0
0.0 0.0 0.0
0.4 -0.1 0.2
-1.4 0.0 -0.4
0.2 -0.2 0.0
0.1 0.0 0.1
0.1 0.0 -0.1
0.0 0.0 0.0
0.0 0.0 0.0
0.1 0.1 0.0
0.2 0.0 0.0
-0.1 0.2 0.0
0.0 -0.1 0.0
0.0 0.0 0.0
-0.1 0.1 0.0
0.0 0.1 0.0
0.0 0.0 0.0
0.0 0.0 0.0
0.0 0.0 0.0
0.0 0.0 0.0
0.0 0.0 0.0
0.0 0.0 0.0
0.0 0.0 0.0
0.0 0.0 0.0
0.0 0.0 0.0
0.0 0.0 0.0
0.0 0.0 0.0
0.0 0.0 0.0
0.0 0.0 0.0
0.0 0.0 -0.1
0.0 0.0 0.0
0.0 0.0 0.0
0.0 0.0 0.0
0.0 0.0 -0.1
0.0 0.0 0.0
0.0 0.0 0.0
0.0 0.0 0.0
0.0 0.0 0.0
-0.1 0.0 0.0
0.1 0.0 0.1
0.0 0.0 0.0
0.0 0.0 0.0
0.0 0.0 0.1
0.0 0.0 0.1
0.0 0.0 0.0
0.0 0.0 0.0
0.0 0.0 0.0
0.1 -0.1 0.2
0.1 -0.2 -0.1
0.1 0.0 0.0
0.0 -0.1 0.1
0.0 0.6 1.0
-0.2 0.1 0.1
-0.4 0.1 1.4
0.3 0.6 0.4
0.0 0.0 0.0
0.0 0.0 0.0
0.0 0.0 0.0
0.0 0.0 0.0
-0.1 0.0 0.0
-0.1 0.0 -0.1
0.0 0.0 0.0
-0.1 0.1 -0.2
0.1 -0.4 0.3
-0.1 0.3 0.0
0.0 -0.2 0.0
-0.2 0.1 0.0
0.5 -3.0 0.5
-0.1 0.2 0.0
0.0 0.0 0.0
0.0 0.0 0.0
0.1 0.1 0.0
0.1 0.0 0.0

Values from the calculation:
2S+1: 2
⟨S²⟩: 0.753
Largest force on an atom, hartree/bohr: 0.061
Charge: +2
HOMO (alpha / beta), eV: -13.7 / -13.6
Lowest unoccupied orbital energy (alpha / beta), eV: -6.3 / -6.1

These are the Löwdin partial charges, in e, on atoms 1 to 8: 0.79 -0.16 -0.28 -0.01 -0.03 -0.04 -0.04 -0.26